{
  "formula": "C76H177N9O14",
  "method": "the ωB97M-V functional and the def2-TZVPD basis",
  "elements": ["C", "C", "C", "O", "C", "N", "H", "H", "H", "H", "H", "H", "H", "H", "H", "H", "H", "C", "C", "C", "O", "C", "N", "H", "H", "H", "H", "H", "H", "H", "H", "H", "H", "H", "C", "C", "C", "O", "C", "N", "H", "H", "H", "H", "H", "H", "H", "H", "H", "H", "H", "C", "C", "C", "C", "C", "C", "N", "O", "C", "C", "C", "H", "H", "H", "H", "H", "H", "H", "H", "H", "H", "H", "H", "H", "H", "H", "H", "H", "H", "H", "C", "C", "C", "C", "C", "C", "N", "O", "C", "C", "C", "H", "H", "H", "H", "H", "H", "H", "H", "H", "H", "H", "H", "H", "H", "H", "H", "H", "H", "H", "C", "C", "C", "C", "C", "C", "N", "O", "C", "C", "C", "H", "H", "H", "H", "H", "H", "H", "H", "H", "H", "H", "H", "H", "H", "H", "H", "H", "H", "H", "C", "C", "C", "C", "C", "C", "N", "O", "C", "C", "C", "H", "H", "H", "H", "H", "H", "H", "H", "H", "H", "H", "H", "H", "H", "H", "H", "H", "H", "H", "C", "C", "C", "C", "C", "C", "N", "O", "C", "C", "C", "H", "H", "H", "H", "H", "H", "H", "H", "H", "H", "H", "H", "H", "H", "H", "H", "H", "H", "H", "C", "C", "C", "C", "C", "C", "N", "O", "C", "C", "C", "H", "H", "H", "H", "H", "H", "H", "H", "H", "H", "H", "H", "H", "H", "H", "H", "H", "H", "H", "C", "C", "O", "H", "H", "H", "H", "H", "H", "C", "C", "O", "H", "H", "H", "H", "H", "H", "C", "C", "O", "H", "H", "H", "H", "H", "H", "C", "C", "O", "H", "H", "H", "H", "H", "H", "C", "C", "O", "H", "H", "H", "H", "H", "H"],
  "coordinates": [[-8.0706, 2.6389, 11.2504], [-7.5705, 2.2730, 9.8199], [-6.1508, 2.8091, 9.4728], [-6.2276, 4.2177, 9.4364], [-5.0095, 4.9268, 9.0363], [-7.5357, 0.8360, 9.6539], [-7.8018, 1.9529, 12.0537], [-9.1591, 2.6813, 11.2869], [-7.7156, 3.6098, 11.5960], [-8.3054, 2.6062, 9.0871], [-5.9646, 2.4658, 8.4551], [-5.4107, 2.4144, 10.1689], [-4.0359, 4.4852, 9.2491], [-5.1148, 5.8721, 9.5686], [-4.8522, 5.2082, 7.9951], [-6.7525, 0.5361, 9.0911], [-7.3209, 0.4593, 10.5661], [3.0066, -11.3536, -0.8729], [1.6809, -12.0920, -0.8744], [1.0435, -11.9818, 0.5430], [1.9109, -12.6584, 1.4197], [1.7627, -12.3102, 2.8047], [0.8214, -11.5855, -1.9910], [3.7457, -11.9057, -0.2923], [2.9365, -10.3797, -0.3885], [3.4380, -11.3458, -1.8739], [1.8073, -13.1480, -1.1131], [0.0539, -12.4328, 0.6166], [0.8856, -10.9238, 0.7521], [1.9513, -11.2429, 2.9205], [2.3777, -12.9223, 3.4643], [0.7433, -12.5593, 3.0996], [1.1861, -11.9516, -2.8588], [-0.1166, -11.9340, -1.8536], [7.5567, -5.1837, 3.1055], [6.8810, -5.3608, 4.4532], [6.2849, -6.7603, 4.5560], [5.5105, -6.9767, 5.7765], [4.3230, -6.1456, 5.9116], [7.6875, -5.2459, 5.6518], [7.9326, -4.1609, 3.0817], [6.9057, -5.3123, 2.2407], [8.3980, -5.8724, 3.0281], [6.1379, -4.5665, 4.5228], [7.0850, -7.5001, 4.5296], [5.7614, -7.0686, 3.6509], [4.6927, -5.1548, 6.1757], [3.8656, -6.5520, 6.8137], [3.5432, -6.0574, 5.1552], [8.5214, -5.7575, 5.4007], [7.3035, -5.8405, 6.3722], [0.0951, 12.7880, 5.0259], [1.5807, 12.4515, 4.7295], [1.7285, 10.9663, 4.1852], [1.2561, 10.8425, 2.7740], [2.2539, 11.6902, 1.9890], [2.1751, 13.2743, 2.3405], [2.2675, 13.3541, 3.8013], [2.2841, 14.6808, 4.2740], [3.4027, 13.9260, 1.7296], [0.8402, 13.8757, 1.7160], [2.3302, 12.4664, 6.1097], [-0.3918, 13.1118, 4.1060], [0.0299, 13.6295, 5.7157], [-0.4836, 12.0328, 5.5577], [2.7255, 10.5538, 4.3403], [1.0122, 10.4030, 4.7833], [0.2185, 11.1719, 2.7211], [1.2518, 9.8174, 2.4034], [1.9304, 11.6823, 0.9482], [3.2371, 11.2245, 2.0556], [3.3091, 13.9396, 0.6437], [3.3286, 14.9790, 2.0011], [4.2756, 13.3458, 2.0288], [-0.0077, 13.1959, 1.6322], [0.4404, 14.7724, 2.1895], [1.0566, 14.2206, 0.7049], [1.6734, 11.9526, 6.8116], [2.6218, 13.4769, 6.3960], [3.1929, 11.8097, 5.9982], [3.0116, 14.6638, 4.9001], [5.9626, 4.7015, -5.9495], [7.2557, 4.1469, -5.3929], [8.4300, 4.4901, -6.3787], [8.8107, 5.9175, -6.3212], [9.2242, 6.2908, -4.8775], [8.1495, 6.0190, -3.8180], [7.6419, 4.6206, -4.0213], [6.7748, 4.2695, -3.0305], [8.8379, 6.0429, -2.4943], [7.1261, 7.1831, -3.7794], [7.1705, 2.5713, -5.3597], [6.0792, 5.7757, -6.0929], [5.1655, 4.5894, -5.2144], [5.7020, 4.1677, -6.8634], [9.3324, 3.9120, -6.1800], [8.1255, 4.2738, -7.4027], [8.0073, 6.5811, -6.6410], [9.5965, 6.0663, -7.0618], [9.5879, 7.3169, -4.9320], [10.0982, 5.7204, -4.5629], [9.4223, 6.9520, -2.3527], [8.1001, 5.8992, -1.7050], [9.6077, 5.2738, -2.4316], [6.6442, 7.3840, -4.7363], [6.2985, 6.9503, -3.1093], [7.6759, 8.0653, -3.4514], [8.1369, 2.1575, -5.0718], [6.9871, 2.1555, -6.3505], [6.3642, 2.1800, -4.7392], [7.3135, 3.7912, -2.3960], [8.4725, -3.7965, -9.9868], [8.9768, -4.8617, -8.9872], [9.8289, -4.0449, -8.0004], [9.9503, -4.7730, -6.6055], [8.5395, -5.1070, -6.0618], [7.7151, -6.0079, -7.0182], [7.7658, -5.4587, -8.3618], [7.0780, -6.2489, -9.2812], [8.3908, -7.3574, -6.8822], [6.2766, -6.0830, -6.4964], [9.9593, -5.8328, -9.6493], [9.2004, -3.1103, -10.4197], [7.6518, -3.2004, -9.5878], [8.0110, -4.4108, -10.7600], [10.8393, -3.8905, -8.3789], [9.3069, -3.0914, -7.9195], [10.3845, -4.0844, -5.8807], [10.6247, -5.6280, -6.6529], [8.0252, -4.1600, -5.8981], [8.6360, -5.5865, -5.0877], [7.8310, -8.1479, -7.3821], [9.4433, -7.3152, -7.1629], [8.4179, -7.7382, -5.8613], [5.6475, -5.2165, -6.7006], [5.7283, -6.9313, -6.9062], [6.2461, -6.3163, -5.4321], [10.6782, -5.3202, -10.2885], [9.4709, -6.4395, -10.4118], [10.5543, -6.4881, -9.0132], [6.3421, -5.6867, -9.5344], [-7.7787, 10.8527, 6.1205], [-8.2824, 10.7436, 4.6632], [-7.6297, 11.8995, 3.9049], [-7.7601, 11.6883, 2.3778], [-6.9252, 10.4255, 2.0303], [-7.4757, 9.1479, 2.7084], [-7.8234, 9.4020, 4.1591], [-8.3557, 8.3473, 4.8443], [-8.5922, 8.5124, 1.8806], [-6.2398, 8.1587, 2.5978], [-9.8190, 10.8391, 4.6028], [-8.3120, 10.1589, 6.7703], [-7.7847, 11.8580, 6.5418], [-6.7126, 10.6525, 6.2272], [-8.1664, 12.7938, 4.2216], [-6.5884, 12.0682, 4.1795], [-7.3489, 12.5531, 1.8572], [-8.8088, 11.4831, 2.1629], [-5.8942, 10.6532, 2.3011], [-6.9280, 10.3203, 0.9454], [-8.3909, 8.2367, 0.8455], [-8.9868, 7.5962, 2.3198], [-9.5162, 9.0721, 2.0259], [-6.3092, 7.1604, 3.0299], [-5.8716, 8.0870, 1.5743], [-5.3201, 8.5164, 3.0607], [-10.3095, 10.1826, 5.3215], [-10.1335, 10.4208, 3.6467], [-10.2187, 11.8231, 4.8480], [-7.6158, 8.1256, 5.4144], [-5.3577, -10.7214, -1.4138], [-6.0167, -11.4992, -2.5519], [-5.4584, -10.8625, -3.8841], [-5.6347, -11.6599, -5.2213], [-5.0564, -13.0388, -5.0132], [-5.5244, -13.7554, -3.6811], [-5.5227, -12.8592, -2.4950], [-5.9735, -13.5243, -1.2895], [-6.9089, -14.4460, -3.8748], [-4.5149, -14.8465, -3.2494], [-7.5576, -11.3975, -2.4009], [-4.2789, -10.8681, -1.3611], [-5.8742, -10.9537, -0.4825], [-5.4503, -9.6518, -1.6021], [-6.1387, -10.0252, -4.0395], [-4.4392, -10.4796, -3.8317], [-5.0866, -11.1346, -6.0035], [-6.6775, -11.6892, -5.5371], [-3.9752, -12.9005, -5.0055], [-5.2994, -13.5159, -5.9626], [-7.3625, -14.9625, -3.0288], [-7.5925, -13.6803, -4.2416], [-6.9940, -15.1409, -4.7102], [-4.9712, -15.5270, -2.5304], [-4.3058, -15.4687, -4.1196], [-3.5121, -14.5525, -2.9396], [-8.2028, -11.8129, -3.1750], [-7.8687, -10.3665, -2.2325], [-7.8750, -12.0048, -1.5533], [-6.8940, -13.7285, -1.4700], [1.5112, 0.9418, 1.8817], [0.1292, 0.3670, 1.5613], [-0.4055, 0.9702, 0.2277], [0.1773, 0.2751, -0.9793], [-0.1241, -1.2401, -0.9430], [0.5552, -1.9282, 0.3017], [0.1172, -1.1096, 1.5196], [0.4100, -1.6899, 2.6697], [0.0026, -3.3765, 0.4039], [2.0962, -1.9978, 0.1347], [-0.8038, 0.8526, 2.6920], [2.2152, 0.7511, 1.0717], [1.9643, 0.3232, 2.6564], [1.5071, 2.0136, 2.0798], [-1.4892, 1.0699, 0.2887], [-0.0630, 2.0023, 0.1539], [1.2433, 0.4764, -1.0854], [-0.3585, 0.6340, -1.8580], [0.3168, -1.6066, -1.8700], [-1.1975, -1.4014, -1.0428], [0.4101, -4.0208, 1.1829], [-1.0511, -3.3515, 0.6820], [0.1003, -3.9010, -0.5465], [2.5882, -2.1350, 1.0976], [2.3791, -2.8876, -0.4278], [2.4003, -1.0449, -0.2985], [-1.8600, 0.6931, 2.4751], [-0.7008, 1.9226, 2.8727], [-0.6085, 0.3782, 3.6537], [1.3509, -1.5004, 2.6465], [-6.0905, 3.3923, -9.7601], [-6.3816, 2.9827, -8.2963], [-5.2347, 2.3348, -7.7719], [-5.9775, 2.4625, -10.3177], [-5.1647, 3.8379, -10.1239], [-6.9509, 3.9349, -10.1517], [-7.2318, 2.3098, -8.1838], [-6.6174, 3.8284, -7.6503], [-5.5152, 1.7922, -7.0312], [-8.2195, -3.8090, -4.2452], [-6.8297, -3.2615, -4.3156], [-6.7576, -1.9784, -3.7095], [-8.4451, -4.0565, -3.2080], [-8.3543, -4.6302, -4.9492], [-9.0213, -3.1721, -4.6189], [-6.3739, -3.1746, -5.3019], [-6.1441, -3.9128, -3.7736], [-6.8347, -2.0384, -2.7545], [-5.8870, -5.6987, 5.7628], [-4.5631, -4.9935, 5.6883], [-4.6236, -3.9273, 4.7724], [-6.5836, -5.0258, 6.2629], [-5.6269, -6.5434, 6.4006], [-6.3259, -5.9944, 4.8098], [-3.6677, -5.5961, 5.5358], [-4.4866, -4.4996, 6.6570], [-3.7445, -3.6297, 4.5269], [7.6107, 2.6469, 4.9285], [8.6803, 1.9056, 4.0793], [8.0448, 1.6523, 2.8429], [7.9028, 3.1818, 5.8322], [6.8661, 1.9749, 5.3551], [7.0603, 3.3128, 4.2638], [9.0610, 0.9230, 4.3579], [9.5155, 2.5767, 3.8788], [8.7261, 1.3038, 2.2632], [-8.6547, 0.7377, 2.8614], [-7.9396, 0.3897, 1.5153], [-7.5332, -0.9413, 1.3910], [-8.8570, 1.7978, 2.7088], [-8.0024, 0.5529, 3.7150], [-9.6056, 0.2291, 3.0204], [-7.1204, 1.1053, 1.4458], [-8.6072, 0.5374, 0.6664], [-6.9797, -1.1840, 2.1369]],
  "atomic_forces_ev_per_a": [[-0.1, 0.3, -0.4], [0.6, 0.2, 0.6], [-1.7, 0.6, -0.5], [1.9, 0.6, -0.5], [-0.7, 0.5, 0.7], [0.0, -1.0, 0.8], [0.4, -0.4, -0.3], [0.0, 0.0, -0.2], [0.1, 0.1, -0.4], [0.2, 0.7, 0.0], [0.4, -0.4, -0.1], [0.2, 0.1, 0.2], [-0.3, -0.6, 0.8], [0.4, 0.0, 0.1], [-1.1, -0.4, -0.5], [0.0, 0.1, -0.4], [-0.1, -0.4, 0.1], [0.5, -0.8, 0.2], [-0.6, -0.1, -0.3], [0.0, -0.2, -1.1], [0.7, 0.1, 0.8], [-0.8, -0.2, -0.9], [0.1, 0.6, 1.3], [-0.1, -0.1, 0.2], [-0.1, 0.2, -0.5], [-0.2, 0.6, -0.1], [0.5, -0.3, 0.6], [-0.3, -0.2, -0.3], [0.4, 0.3, 0.4], [0.1, 0.0, 0.3], [0.5, 0.1, -0.5], [-0.3, 0.3, 0.2], [-0.1, 0.0, -0.1], [-0.2, -0.1, -0.2], [0.8, 0.5, 0.7], [-1.6, -0.9, 0.2], [-1.2, -0.3, -0.2], [-0.4, 0.2, -1.9], [1.3, -0.1, 1.5], [1.7, 0.6, -0.4], [0.3, 0.0, -0.2], [-0.2, -0.1, 0.3], [0.1, 0.0, -0.2], [-0.5, -0.2, -0.1], [0.3, 0.1, 0.7], [-0.9, 0.3, 0.0], [-0.3, 0.3, -0.1], [-0.2, 0.1, -0.1], [0.5, -0.5, -0.7], [0.8, 0.1, 0.2], [-0.5, 0.1, 0.2], [0.2, 0.8, -0.3], [0.3, -1.1, 0.5], [-1.5, 0.6, 1.3], [0.8, 0.5, -0.3], [-1.9, 1.5, -1.0], [-1.0, -2.0, 0.2], [0.7, -0.9, 0.1], [-0.5, 0.3, -0.1], [-1.0, 0.3, -0.2], [0.6, 0.1, -0.1], [-0.3, -0.7, -1.4], [-0.3, -0.2, 0.1], [0.3, 0.3, -0.1], [0.2, -0.5, -0.4], [0.1, 0.2, -0.1], [0.3, -0.3, 0.5], [0.0, 0.3, -0.3], [0.2, -0.1, 0.1], [0.4, -0.1, -0.4], [0.2, 0.5, 0.2], [0.1, -0.4, -0.1], [0.9, 0.0, 0.3], [0.2, 0.6, 0.1], [0.2, -0.3, 0.2], [0.4, 0.0, 0.6], [0.1, -0.2, -0.2], [0.0, 0.5, 0.4], [-0.2, -0.3, 0.4], [0.3, 0.4, 0.2], [0.2, 0.3, -0.1], [-0.1, 0.4, 0.7], [0.9, -1.5, 0.1], [-1.0, -0.5, 0.4], [0.3, 0.9, 0.7], [0.4, -0.3, -1.2], [-0.3, 0.4, -1.0], [2.1, 1.0, -2.2], [-1.6, -0.3, 0.8], [0.7, -0.3, 0.9], [-0.3, -0.7, -0.4], [0.1, 0.7, -0.1], [-0.2, 0.0, -0.4], [-0.1, -0.2, 0.0], [-0.1, 0.3, -0.1], [-0.1, -0.3, 0.3], [-0.3, -0.4, 0.0], [-0.2, 0.0, 0.0], [0.4, 0.3, 0.3], [-0.4, 0.3, 0.6], [0.1, -0.3, -0.3], [-0.4, 0.3, 0.1], [0.3, 0.2, 0.2], [-0.2, -0.4, 0.0], [0.3, 0.1, -0.2], [0.2, 0.1, 0.3], [-0.3, 0.1, 0.0], [-0.1, 0.0, 0.4], [-0.1, 0.3, -0.3], [0.1, 0.2, 0.3], [0.0, -0.2, 0.1], [-0.9, -1.3, -0.7], [1.2, 0.8, 0.4], [-0.6, -1.1, 1.9], [-0.8, 1.1, -0.4], [0.5, 0.5, -0.8], [0.8, 0.1, 1.3], [0.6, 1.6, 0.4], [-0.1, -0.5, -0.3], [-0.1, -1.3, 0.1], [-0.5, -0.7, -0.2], [-0.3, -0.5, -1.5], [0.3, -0.4, 0.1], [0.2, 0.0, 0.4], [0.0, 0.4, -0.7], [-0.2, 0.1, -0.3], [0.3, 0.2, 0.6], [0.3, 0.1, 0.0], [-0.2, -0.1, -0.1], [-0.1, 0.1, -0.1], [-0.2, -0.2, -0.1], [0.3, 0.1, -0.6], [-0.2, -0.2, -0.5], [-0.2, 0.4, 0.4], [0.4, 0.3, 0.1], [0.1, -0.1, -0.5], [0.3, 0.4, 0.2], [0.1, 0.6, 0.3], [-0.4, -0.4, 0.3], [-0.3, 0.1, 0.4], [-0.2, -0.1, -0.1], [0.2, -0.1, 0.3], [0.4, -0.7, 0.9], [-0.6, -0.2, -1.1], [0.8, -0.8, 1.1], [-1.1, 1.2, 0.2], [1.7, -1.2, 0.1], [1.7, 2.7, -2.3], [-0.4, -0.8, 0.3], [-1.5, -0.3, 1.1], [0.5, 0.3, 0.5], [0.0, -0.7, 0.3], [-0.1, 0.2, 0.1], [-0.9, 0.2, -0.1], [0.1, -0.5, -0.5], [0.0, 0.1, 0.0], [0.1, -0.3, 0.0], [-0.4, 0.0, -0.2], [0.0, 0.4, -0.4], [0.1, -0.3, 0.3], [-0.1, -0.4, 0.0], [0.2, 0.6, 0.0], [0.7, -0.5, 0.4], [0.0, 0.7, -0.8], [-0.8, -0.1, -0.2], [-0.7, -0.3, -0.4], [-0.2, 0.7, 0.6], [0.4, -0.2, 0.2], [-0.3, 0.7, -0.2], [0.1, 0.2, -0.5], [-0.2, -0.5, 0.3], [-0.4, 0.5, 0.0], [0.6, 0.1, -1.1], [-2.0, 0.1, -0.9], [0.2, 0.5, 1.9], [-0.1, 0.3, 0.4], [0.2, -1.3, 0.6], [0.5, 0.1, 0.1], [0.6, 0.4, -1.3], [-0.4, 0.9, -1.2], [-0.1, -0.9, -1.4], [-0.1, -0.2, 0.0], [-0.1, -0.5, 0.1], [0.4, 0.0, 0.2], [-0.4, 0.2, 0.0], [0.3, 0.6, 0.3], [0.0, -0.3, 0.4], [0.0, 0.0, -0.1], [-0.1, 0.0, 0.2], [0.2, -0.3, 0.3], [0.0, -1.2, 0.5], [0.3, 0.2, 0.2], [-0.3, 0.2, 0.4], [0.8, -0.3, 0.0], [0.2, 0.3, 0.2], [-0.2, -0.2, -0.3], [-0.4, 0.6, 0.3], [0.5, 0.2, -0.7], [0.0, 0.0, 0.1], [0.2, 0.4, 0.5], [-0.4, -0.2, 0.1], [0.7, -1.0, -0.7], [-0.5, 0.8, 0.1], [1.0, 0.2, 0.8], [-1.5, -0.9, -0.1], [1.5, 0.5, 0.3], [-0.9, 0.2, 0.2], [-2.8, 0.7, -4.9], [1.6, -0.8, 2.0], [-0.6, 0.4, 0.6], [-0.9, 0.3, 0.3], [-0.3, -0.1, 0.3], [-0.1, 0.3, -0.4], [0.0, 0.6, 0.7], [0.0, -0.2, 0.3], [-0.1, -0.6, -0.4], [0.1, 0.2, 0.4], [-0.1, 0.0, 0.0], [0.4, 0.3, -0.2], [0.1, -0.6, 0.1], [0.0, -0.1, 0.5], [0.6, 0.3, 0.0], [-0.2, 0.2, -0.3], [0.1, 0.2, -0.1], [0.0, 0.2, 0.2], [0.0, 0.3, -0.4], [0.6, -0.4, -0.2], [0.0, -0.3, -0.2], [0.2, 0.1, -0.3], [0.2, -0.2, -0.1], [0.9, -0.7, 1.5], [-0.7, -1.3, -0.2], [0.9, 0.7, -0.1], [0.3, -0.3, 0.0], [-0.6, -0.3, -0.1], [0.1, 0.8, 1.3], [0.1, 0.0, -0.1], [-0.2, 0.0, -0.7], [0.0, 0.4, -0.2], [0.1, 0.0, 0.1], [-0.7, -0.3, -0.8], [0.6, 0.4, 0.7], [0.2, 0.7, -0.3], [-0.2, -0.4, -0.2], [0.3, -0.7, 0.5], [0.3, 0.8, 0.2], [-0.5, 0.2, -0.2], [0.0, -0.4, 0.0], [-0.1, -0.2, 0.0], [0.4, -0.1, 0.1], [0.1, 1.3, 0.5], [-0.2, 0.4, -1.1], [-0.1, -0.2, 0.0], [-0.8, -0.3, 0.0], [0.3, -0.2, 0.0], [-0.2, -0.4, -0.2], [0.5, -0.3, 0.5], [0.0, -0.1, 0.1], [-0.1, -0.9, 0.4], [-0.5, 0.8, 0.0], [-0.4, 0.0, -0.9], [0.8, 0.2, -0.4], [-0.1, -0.4, -0.4], [0.2, 0.1, 0.0], [0.0, 0.3, 1.2], [0.3, 0.1, 0.3], [-0.1, -0.1, -0.2], [0.2, 0.0, -1.5], [-0.9, 0.2, 1.1], [0.3, -0.6, -0.1], [-0.1, 0.2, 0.7], [0.0, 0.2, 0.0], [0.1, -0.2, -0.2], [0.3, -0.1, -0.3], [-0.1, 0.3, 0.1], [0.1, 0.0, 0.1]],
  "lowdin_charge": [-0.048, -0.416, -0.218, -0.186, -0.084, 0.018, 0.067, 0.071, 0.070, 0.130, 0.119, 0.128, 0.079, 0.081, 0.072, 0.059, 0.057, -0.071, -0.413, -0.219, -0.201, -0.083, 0.022, 0.073, 0.082, 0.073, 0.128, 0.119, 0.121, 0.086, 0.086, 0.081, 0.061, 0.055, -0.059, -0.473, -0.198, -0.206, -0.087, 0.044, 0.079, 0.082, 0.078, 0.123, 0.124, 0.116, 0.076, 0.084, 0.086, 0.066, 0.064, -0.033, -0.470, -0.153, -0.203, -0.117, -0.462, -0.125, -0.015, -0.045, -0.024, -0.023, 0.068, 0.077, 0.081, 0.115, 0.112, 0.106, 0.113, 0.109, 0.115, 0.080, 0.083, 0.087, 0.065, 0.075, 0.068, 0.084, 0.072, 0.073, 0.088, -0.033, -0.467, -0.161, -0.199, -0.130, -0.515, -0.118, -0.014, -0.067, -0.022, -0.036, 0.063, 0.088, 0.089, 0.120, 0.121, 0.104, 0.113, 0.119, 0.113, 0.092, 0.087, 0.089, 0.065, 0.082, 0.083, 0.076, 0.075, 0.074, 0.108, -0.045, -0.500, -0.130, -0.157, -0.140, -0.526, -0.109, -0.002, -0.041, -0.035, -0.040, 0.088, 0.085, 0.073, 0.116, 0.109, 0.100, 0.096, 0.118, 0.114, 0.086, 0.068, 0.085, 0.085, 0.075, 0.084, 0.082, 0.078, 0.077, 0.105, -0.047, -0.492, -0.150, -0.155, -0.145, -0.450, -0.133, 0.001, -0.045, -0.052, -0.026, 0.076, 0.081, 0.080, 0.114, 0.117, 0.108, 0.102, 0.112, 0.116, 0.088, 0.077, 0.067, 0.072, 0.076, 0.068, 0.077, 0.067, 0.087, 0.107, -0.043, -0.514, -0.108, -0.190, -0.131, -0.450, -0.107, -0.017, -0.033, -0.048, -0.026, 0.088, 0.082, 0.081, 0.107, 0.117, 0.109, 0.104, 0.117, 0.117, 0.078, 0.064, 0.083, 0.076, 0.076, 0.083, 0.070, 0.086, 0.072, 0.060, -0.032, -0.492, -0.137, -0.188, -0.123, -0.440, -0.168, 0.003, -0.047, -0.022, -0.041, 0.070, 0.078, 0.091, 0.115, 0.116, 0.102, 0.111, 0.113, 0.120, 0.074, 0.080, 0.082, 0.075, 0.084, 0.064, 0.079, 0.081, 0.077, 0.075, -0.083, -0.314, -0.089, 0.064, 0.071, 0.067, 0.107, 0.099, 0.078, -0.100, -0.333, -0.087, 0.077, 0.071, 0.074, 0.112, 0.106, 0.079, -0.089, -0.353, -0.083, 0.076, 0.076, 0.077, 0.113, 0.103, 0.080, -0.076, -0.306, -0.105, 0.065, 0.064, 0.072, 0.108, 0.101, 0.078, -0.081, -0.334, -0.077, 0.066, 0.067, 0.067, 0.101, 0.110, 0.081],
  "de_lowest_kj_mol": 370.5,
  "e_lumo_ev": 0.2,
  "total_charge": 0,
  "energy_ha": -4547.4288
}